1.
{"formula": "C4H12N2", "method": "wB97M-V/def2-TZVPD", "elements": ["C", "C", "C", "H", "H", "H", "H", "H", "H", "N", "C", "N", "H", "H", "H", "H", "H", "H"], "positions_angstrom": [[0.8808, -1.9971, 3.7737], [-0.2403, -1.9139, 2.7715], [-0.6819, -3.0370, 2.2158], [1.1247, -3.0191, 4.0424], [1.7518, -1.4055, 3.4618], [0.6112, -1.4720, 4.6979], [-0.5367, -0.9591, 2.3641], [-1.5620, -3.0800, 1.5697], [-0.3560, -4.0498, 2.3949], [1.0954, 2.2704, -3.0343], [-0.3171, 2.7682, -3.0686], [-1.1586, 1.6095, -2.8891], [1.6780, 3.0710, -3.2445], [1.3124, 2.0120, -2.0763], [-0.4516, 3.4254, -2.2181], [-0.3763, 3.2860, -4.0291], [-0.7067, 0.8480, -3.3758], [-2.0671, 1.6431, -3.3559]], "lowdin_charge": [-0.13, -0.23, -0.03, 0.07, 0.07, 0.07, 0.09, 0.05, 0.05, -0.02, -0.38, -0.02, 0.05, 0.06, 0.09, 0.10, 0.05, 0.07], "homo_energy_ev": -9.428, "lumo_energy_ev": 1.09, "smiles": "C=CC.NCN"}



2.
{"formula": "C3H5HoO5", "method": "wB97M-V/def2-TZVPD", "elements": ["O", "C", "C", "O", "H", "H", "H", "H", "H", "Ho", "O", "C", "O", "O"], "positions_angstrom": [[-2.8062, 3.4974, 2.5733], [-3.4733, 2.7240, 1.7270], [-4.9570, 2.2681, 2.2170], [-5.1702, 0.9360, 2.0242], [-1.8397, 2.8966, 3.0775], [-1.8767, 1.7906, 1.3718], [-3.4245, 2.8030, 0.6335], [-5.6631, 2.8704, 1.6140], [-5.0325, 2.5947, 3.2718], [-3.5998, -0.5042, 2.3331], [-1.5639, 0.5881, 1.8319], [-0.8354, 0.6053, 2.9940], [-1.1413, -0.4028, 3.6785], [-0.6218, 1.7531, 3.4921]], "lowdin_charge": [-0.07, -0.24, -0.31, -0.42, 0.25, 0.29, 0.12, 0.13, 0.13, 2.13, -0.23, -0.75, -0.05, 0.02], "s2": 8.76, "homo_energy_ev": [-12.288, -13.761], "total_charge": 1, "spin_multiplicity": 6, "lumo_energy_ev": [-6.92, -7.04]}



How do the records compare in relative energy (zero: lowest compared OMol25 entry of this formula, charge and spin)? In the order shown, they have 1.5454, 3.1369 eV.